No. 1
Formula: C22H30N6OS2
Source: the OMol25 dataset
Level of theory: wB97M-V/def2-TZVPD

```
61
Properties=species:S:1:pos:R:3
H -5.22 -2.40 -2.17
H -8.07 -1.13 -0.29
H -6.83 -2.13 0.49
C -0.73 1.22 0.20
N 3.73 -2.03 0.51
C 4.34 0.73 0.16
C 4.43 -2.39 -0.71
C -3.07 0.84 0.62
C 0.56 0.59 0.22
H 2.71 -3.17 -1.77
H 1.90 2.53 -1.57
H 4.27 -3.85 -2.32
N -4.09 0.07 1.02
C -2.26 2.85 -0.07
H 2.55 4.09 1.82
C 2.68 -1.13 0.42
C 1.85 1.10 -0.03
C 2.93 0.24 0.12
H -5.32 0.97 -1.19
H 1.80 -4.03 0.26
N 1.47 -1.59 0.70
N -3.30 2.11 0.27
H 3.13 2.43 1.96
C -4.99 -1.63 -1.44
H 2.41 5.22 -0.41
H -6.08 -0.12 1.56
S -1.18 -1.25 1.00
H -5.52 1.53 1.21
H -4.54 -2.13 -0.56
C 0.46 -0.75 0.62
C 1.95 2.52 -0.47
H 1.08 3.07 -0.11
H -3.90 -0.91 1.18
H 2.77 -5.26 1.13
H -2.48 3.87 -0.34
H -6.97 0.92 -0.57
H -4.25 -0.95 -1.87
C -7.18 -1.72 -0.47
H 4.48 -3.56 1.67
C 3.31 3.38 1.47
H 2.88 -2.95 2.18
S 4.65 2.30 -0.71
C -5.47 0.49 0.90
H 5.44 -2.72 -0.44
H 5.05 0.03 -0.29
H 3.30 4.54 -1.78
H 4.49 -1.53 -1.38
H -7.43 -2.55 -1.12
H 4.18 5.15 -0.39
C 3.28 4.63 -0.70
H 4.64 0.87 1.20
N -1.00 2.50 -0.14
O 3.56 -4.66 -0.63
C 3.49 -3.22 1.32
C 3.70 -3.53 -1.44
H 4.29 3.76 1.76
C 3.22 3.26 -0.05
C 2.82 -4.35 0.54
N -6.19 -0.90 -1.13
C -6.00 0.41 -0.55
C -1.75 0.35 0.60
```

Calculated values
Molecular weight ... 458.657 g mol⁻¹
DFT total energy ... -55960.5325 eV
Spin multiplicity ... 1

No. 2
Formula: C22H30O2SiSn
Source: the OMol25 dataset
Level of theory: wB97M-V/def2-TZVPD

```
56
Properties=species:S:1:pos:R:3
C 3.31 -3.41 -1.51
C -1.85 -2.55 2.39
O -2.03 2.08 2.21
H 1.07 -0.23 4.37
H 3.27 -1.55 -0.43
H -0.97 -0.82 5.05
H -3.82 1.72 3.22
C 3.10 -4.06 -2.71
H -2.64 -0.57 -4.86
Si 1.57 0.43 -2.21
H -0.96 -1.10 -3.12
C -0.86 -2.23 3.36
C -2.90 2.32 3.39
H 1.09 3.08 2.75
H 1.74 1.40 4.68
H -2.33 1.37 -6.39
H 1.45 1.37 0.38
H 0.07 -2.70 3.50
C 0.34 0.56 -3.60
C -1.41 -1.22 4.17
H -3.16 3.38 3.51
H -2.43 1.95 4.32
C 0.16 2.67 3.15
C 1.15 0.59 -0.38
H 1.39 2.27 -4.38
H 1.51 1.90 -1.79
C -0.42 1.91 -5.49
C -1.57 1.14 -5.63
C -2.68 -0.89 3.71
C -0.96 3.07 2.21
C 2.15 -2.01 -3.60
Sn -0.87 -0.21 1.46
C 0.52 1.62 -4.49
H -0.62 3.04 1.18
H -1.76 -3.31 1.64
O 0.26 1.25 3.21
C 0.83 0.83 4.43
C -2.96 -1.71 2.61
H 2.87 0.87 -2.82
H 0.03 0.69 -0.75
H 1.73 -1.48 -4.44
H 2.43 -3.80 -4.74
C 2.28 -1.37 -2.36
H 3.35 -5.12 -2.84
C 2.98 -2.06 -1.35
C -1.74 0.05 -4.76
C -0.79 -0.25 -3.77
H -0.28 2.75 -6.16
H -1.33 4.05 2.49
H -3.34 -0.20 4.17
C 2.55 -3.34 -3.77
H -0.01 3.08 4.15
H 3.77 -3.95 -0.70
H -3.89 -1.74 2.08
H 1.52 -0.48 0.00
H 0.10 0.94 5.26
```

Calculated values
Molecular weight ... 473.277 g mol⁻¹
DFT total energy ... -41097.0393 eV
Spin multiplicity ... 1

No. 3
Formula: C22H31F17N3O10PSSi
Source: the OMol25 dataset
Level of theory: wB97M-V/def2-TZVPD

```
86
Properties=species:S:1:pos:R:3
H -2.41 -4.84 7.74
F -3.61 -3.30 8.09
O 4.57 1.07 -5.21
H 2.58 0.52 5.27
F -6.80 -1.77 7.58
H -0.74 2.13 0.63
O 1.60 0.30 2.31
O 3.73 -2.11 -2.21
H -1.44 -1.10 3.86
H -6.41 -1.30 5.69
H -3.54 -4.74 4.29
F -1.46 -3.10 7.87
C -2.54 -3.80 7.44
C 2.89 -0.16 1.84
C 3.56 1.52 -4.66
F -2.67 -2.40 5.52
C -0.85 7.65 -6.69
O 3.05 -4.60 -1.29
C 0.36 6.79 -7.04
H -4.13 -5.33 5.81
C 0.70 4.58 -6.06
H 4.20 -0.35 0.06
P 1.69 -1.27 -3.63
H 3.27 -1.19 4.95
F -1.33 8.28 -7.79
H 0.39 -3.24 3.83
F -1.87 6.91 -6.20
N 3.26 1.49 -3.23
C 2.31 -0.58 5.09
N 0.76 -0.80 -0.34
O 4.96 0.13 -2.35
H 1.41 4.20 -5.32
F -5.66 -4.23 7.08
H 1.73 -0.93 6.02
F 0.16 5.98 -8.11
F 1.39 7.59 -7.39
F -4.79 -1.44 6.83
C -5.95 -3.39 6.06
H -0.91 -2.15 0.04
H -1.18 2.94 -7.54
H 1.08 4.21 -7.02
H -1.03 0.69 3.56
O 2.58 -2.31 -0.01
C -0.97 1.10 0.17
H 0.49 -0.47 -3.60
H -1.88 1.11 -0.51
C -3.88 -4.41 5.28
F -7.16 -3.77 5.60
C -0.72 -0.25 4.13
C 3.11 0.00 0.26
H -0.80 -1.48 -1.66
C 2.18 -1.03 -0.62
C -6.01 -1.92 6.49
C -0.67 3.96 -5.69
H -1.15 0.39 1.06
O 0.83 6.01 -5.96
C 3.72 0.25 -2.57
F -0.41 2.78 -5.07
H 3.72 2.29 -2.75
F -1.26 4.75 -4.76
C -2.67 -3.69 5.92
O 0.78 1.32 -1.54
H -0.60 8.40 -5.94
C -1.61 3.67 -6.86
Si 1.08 -0.77 3.60
F -1.93 4.77 -7.56
O 4.79 -3.44 -0.07
F -2.79 3.17 -6.39
N 1.36 -2.85 -3.70
C 0.29 0.54 -0.69
H 1.74 -3.26 -4.57
H 0.44 -2.71 1.99
C 2.79 -0.98 -2.10
F 2.55 2.08 -5.51
H 2.94 1.08 -0.05
H 0.37 -2.82 -1.21
H -0.67 -0.12 5.27
F -1.54 -4.25 5.37
H 2.01 -2.98 2.89
H 3.18 -1.22 2.22
C -0.15 -1.90 -0.80
H 3.68 0.54 2.33
C 0.92 -2.61 3.03
O -5.04 -3.62 5.00
S 3.61 -3.24 -0.98
H 2.43 -0.96 -4.82
```

Calculated values
Molecular weight ... 911.594 g mol⁻¹
DFT total energy ... -122455.3612 eV
Spin multiplicity ... 1

No. 4
Formula: C22H31FFeN6O5S
Source: the OMol25 dataset
Level of theory: wB97M-V/def2-TZVPD

```
67
Properties=species:S:1:pos:R:3
C 1.33 -2.12 -4.68
H 3.23 -1.89 -2.57
C 1.50 -1.06 -1.61
H 6.74 0.25 -3.36
H 8.14 0.90 -1.48
H 7.32 -2.57 -2.99
N -5.06 2.63 -0.78
O -3.42 -1.54 -1.73
C -5.00 1.40 5.83
H 1.84 -3.36 -2.95
C 5.74 -1.94 -1.63
H 5.96 -1.78 -3.80
N 5.17 -0.66 -1.26
O -4.74 1.02 2.18
C -1.26 -0.73 -1.23
Fe -2.58 1.27 0.90
C 1.96 0.63 0.06
F 4.14 1.13 0.64
C -6.26 0.61 5.54
N -5.06 4.84 -0.18
H -4.62 5.61 0.28
C -0.39 0.06 -0.47
O -0.77 0.92 0.42
C -2.76 -0.71 -1.17
H -6.39 -0.99 4.15
H 2.12 -1.38 -4.57
N 0.58 -1.81 -2.33
H 6.36 -2.32 -0.82
C 1.00 -2.79 -3.35
H 0.18 -3.49 -3.47
S -2.96 3.54 0.66
H -7.17 1.19 5.39
C -0.72 -1.64 -2.12
H -2.93 0.91 5.28
N -5.91 -0.10 4.24
H 4.97 -2.68 -1.79
H 8.07 -0.78 -0.95
H -4.64 1.71 -0.82
N 7.29 -0.45 -2.86
H 1.62 1.33 0.80
H -6.44 -0.16 6.29
C 6.57 -1.79 -2.91
H -4.14 -1.31 4.14
H -5.89 5.02 -0.72
C -4.49 3.64 -0.17
C 2.88 -1.21 -1.81
H -3.74 -0.31 6.24
C -3.88 0.43 5.46
H 1.66 -2.88 -5.39
O -3.31 0.31 -0.49
C -4.40 -0.25 4.18
H -1.40 -2.26 -2.70
H 0.45 -1.63 -5.09
C -3.94 0.43 2.91
H 8.19 -0.52 -3.35
H 5.85 1.31 -1.06
H -4.97 2.30 5.22
H -6.15 0.47 3.42
H -5.95 2.75 -1.24
H -4.96 1.71 6.88
H 6.32 0.28 0.29
O -2.69 0.36 2.64
C 7.52 0.01 -1.45
C 6.17 0.31 -0.79
C 1.02 -0.12 -0.68
C 3.81 -0.48 -1.08
C 3.29 0.44 -0.13
```

Calculated values
Molecular weight ... 566.437 g mol⁻¹
Total charge ... +3
DFT total energy ... -90415.9346 eV
⟨S²⟩ ... 8.761
Spin multiplicity ... 6

No. 5
Formula: C22H31N17OSr
Source: the OMol25 dataset
Level of theory: wB97M-V/def2-TZVPD

```
72
Properties=species:S:1:pos:R:3
C 5.07 0.80 1.33
H 2.48 -1.07 -3.48
N -0.54 -2.70 0.02
H 3.42 -1.37 -0.59
H 5.95 1.43 1.51
C -4.69 -0.47 -0.27
H -2.92 -4.27 1.16
N -3.77 1.94 2.18
C -1.79 -2.90 0.01
N -0.52 1.26 -1.69
H 3.90 -2.47 -1.89
C 0.44 2.15 -2.31
C -1.74 1.58 -1.54
H -1.66 3.67 -2.05
C -2.63 0.50 -0.97
N -1.67 1.31 1.89
Sr 0.10 -0.25 1.08
H 0.32 -4.29 1.08
H 3.89 -0.25 -2.80
H -0.02 2.79 -3.07
C -4.02 -1.64 0.03
H -4.52 1.53 -1.03
N -1.82 -3.30 3.44
H -3.05 3.19 -1.07
C -2.36 -1.28 3.21
N 1.88 -2.58 -1.39
C -2.47 -4.22 0.16
H 1.12 0.79 -3.82
N -1.06 -1.34 2.94
C 1.71 3.19 0.76
H 5.08 3.37 0.88
H -3.00 2.78 -2.79
N -1.90 2.50 1.27
C -4.00 0.62 -0.80
C 1.54 1.31 -2.94
C 4.06 3.00 0.90
N -1.99 -0.62 -0.65
H 2.51 -4.13 -0.14
O 2.55 -0.11 1.36
H 0.15 -4.57 -0.67
H 4.89 0.15 2.18
H 5.23 0.20 0.44
H 2.33 1.97 -3.31
N 0.59 3.91 0.66
N 2.08 0.37 -1.97
C -2.39 2.88 -1.88
C 0.39 -3.82 0.09
H -4.09 -0.24 3.40
N -3.12 -0.11 3.18
H 1.24 -0.06 -1.58
H -4.54 -2.49 0.46
C 2.67 1.11 1.15
H 2.10 -2.66 0.73
H 1.05 -2.01 -1.48
C 1.80 -3.30 -0.13
C -2.85 1.02 2.43
N 3.92 1.67 1.15
N 1.57 1.88 0.91
H -5.76 -0.38 -0.09
H 3.12 4.86 0.54
N -3.12 2.86 1.45
H 0.86 2.80 -1.54
C 3.10 -1.81 -1.55
N -0.76 -2.66 3.09
C 2.91 -0.67 -2.55
H 0.65 4.91 0.62
C 3.00 3.80 0.71
H -3.27 -4.33 -0.58
N -2.87 -2.46 3.52
H -0.33 3.47 0.86
C -2.65 -1.67 -0.19
H -1.79 -5.05 0.05
```

Calculated values
Molecular weight ... 637.228 g mol⁻¹
DFT total energy ... -51535.4700 eV
Spin multiplicity ... 1

No. 6
Formula: C22H31N2O3
Source: the OMol25 dataset
Level of theory: wB97M-V/def2-TZVPD

```
58
Properties=species:S:1:pos:R:3
H -0.93 -2.39 5.82
H -2.22 -1.29 0.13
H -2.28 -4.02 -0.73
N -0.91 -0.87 1.70
H -1.48 -2.73 3.44
H -0.34 -0.27 1.03
C 0.76 4.40 -2.16
H -2.70 0.23 1.70
C 0.48 2.21 -1.17
C 2.57 -3.16 -2.00
H -1.81 -2.69 -1.79
H -0.29 -3.56 0.71
C -1.63 -1.86 0.84
C 2.22 -1.85 -1.70
C 1.04 3.04 -2.14
N 1.07 0.21 -2.34
H 0.50 -1.11 -4.52
H -0.77 -4.10 -1.63
H 2.54 -1.40 -0.78
C 1.44 -2.99 -4.11
H -2.50 2.68 1.76
H 0.14 -3.27 3.79
H -1.82 2.40 4.51
H 0.14 -2.20 -0.34
H 1.74 2.64 -2.86
C -1.44 -3.44 -1.09
H -0.34 5.98 -1.23
O 0.80 0.09 -0.10
C -0.49 -2.38 3.71
O -0.86 1.91 0.74
H 1.14 -3.43 -5.05
H 3.17 -3.72 -1.30
H 2.46 -4.75 -3.43
H 1.21 5.03 -2.90
C 1.45 -1.12 -2.60
C -0.66 4.12 -0.24
C 1.08 -1.69 -3.81
H -1.33 4.56 0.48
H 0.78 -2.04 1.97
C -0.53 -1.71 5.08
H -2.34 -0.58 3.22
H -0.28 1.17 3.22
H -1.15 -0.81 5.08
H -2.31 -2.44 1.46
C 0.80 0.76 -1.14
C -1.90 -0.02 2.39
C -0.36 2.77 -0.20
H -0.91 3.31 2.27
H 0.66 -0.68 3.07
H 0.89 0.77 -3.16
H 0.48 -1.43 5.39
O -2.09 1.56 4.11
C -0.10 4.93 -1.21
C -0.69 -2.78 0.06
C -1.45 2.42 1.92
C 2.18 -3.73 -3.20
C -1.34 1.29 2.96
C 0.09 -1.49 2.61
```

Calculated values
Molecular weight ... 371.501 g mol⁻¹
Total charge ... +1
DFT total energy ... -32434.9177 eV
Spin multiplicity ... 1

No. 7
Formula: C22H31N2O3
Source: the OMol25 dataset
Level of theory: wB97M-V/def2-TZVPD

```
58
Properties=species:S:1:pos:R:3
C -1.50 -1.01 1.38
H -0.99 0.13 3.86
H 0.35 -2.29 -2.84
H -2.70 -0.33 3.66
H 2.48 -5.87 -0.42
C 2.42 7.03 -1.53
C 0.59 4.99 -0.87
C -0.77 1.36 1.44
H -3.35 -2.51 -1.02
C -1.58 -3.35 -0.25
N -2.61 -2.37 -0.33
H -0.95 -1.39 -2.05
H 0.23 1.05 1.75
H 1.85 1.40 -0.56
H -1.35 4.24 -0.42
C -0.63 -2.38 -2.37
H -1.01 2.30 1.93
H -1.33 -2.72 -3.13
C 0.45 -5.25 -0.14
H -0.53 -1.08 0.88
C 0.41 -4.31 -1.17
H 3.31 7.60 -1.78
O 3.66 2.94 -1.09
H 0.22 6.00 -0.96
H 1.63 -6.70 0.90
C 1.94 4.73 -1.07
H -1.84 1.84 -0.37
H 1.99 7.43 -0.60
H 4.53 4.22 -2.48
H 4.92 4.56 -0.78
C -0.59 -3.36 -1.24
C 4.72 3.77 -1.50
C -0.31 3.99 -0.56
C 1.47 2.41 -0.64
H -3.13 -5.31 1.81
O -3.52 -0.39 0.31
C -0.83 1.57 -0.07
H -2.23 1.37 3.68
C 1.52 -6.29 -0.10
C -0.55 -5.22 0.82
H -2.22 -4.19 2.82
C -2.65 -1.25 0.37
N -1.75 0.34 1.91
H -2.69 0.55 1.42
C 0.12 2.68 -0.44
H 1.69 7.12 -2.34
O 2.85 5.70 -1.37
H -1.54 -1.76 2.17
H -3.42 -3.58 1.66
H -0.53 0.66 -0.60
C -2.65 -4.33 1.83
C 2.39 3.40 -0.95
H -0.55 -5.96 1.61
H 1.28 -7.10 -0.78
C -1.93 0.38 3.36
H 1.18 -4.33 -1.93
C -1.58 -4.29 0.78
H 5.59 3.11 -1.58
```

Calculated values
Molecular weight ... 371.501 g mol⁻¹
Total charge ... +1
DFT total energy ... -32434.1026 eV
Spin multiplicity ... 1

molecular weight of number 3 (C22H31F17N3O10PSSi)? 911.594 g mol⁻¹

Repeat the sixth record exactly.
Formula: C22H31N2O3
Source: the OMol25 dataset
Level of theory: wB97M-V/def2-TZVPD

```
58
Properties=species:S:1:pos:R:3
H -0.93 -2.39 5.82
H -2.22 -1.29 0.13
H -2.28 -4.02 -0.73
N -0.91 -0.87 1.70
H -1.48 -2.73 3.44
H -0.34 -0.27 1.03
C 0.76 4.40 -2.16
H -2.70 0.23 1.70
C 0.48 2.21 -1.17
C 2.57 -3.16 -2.00
H -1.81 -2.69 -1.79
H -0.29 -3.56 0.71
C -1.63 -1.86 0.84
C 2.22 -1.85 -1.70
C 1.04 3.04 -2.14
N 1.07 0.21 -2.34
H 0.50 -1.11 -4.52
H -0.77 -4.10 -1.63
H 2.54 -1.40 -0.78
C 1.44 -2.99 -4.11
H -2.50 2.68 1.76
H 0.14 -3.27 3.79
H -1.82 2.40 4.51
H 0.14 -2.20 -0.34
H 1.74 2.64 -2.86
C -1.44 -3.44 -1.09
H -0.34 5.98 -1.23
O 0.80 0.09 -0.10
C -0.49 -2.38 3.71
O -0.86 1.91 0.74
H 1.14 -3.43 -5.05
H 3.17 -3.72 -1.30
H 2.46 -4.75 -3.43
H 1.21 5.03 -2.90
C 1.45 -1.12 -2.60
C -0.66 4.12 -0.24
C 1.08 -1.69 -3.81
H -1.33 4.56 0.48
H 0.78 -2.04 1.97
C -0.53 -1.71 5.08
H -2.34 -0.58 3.22
H -0.28 1.17 3.22
H -1.15 -0.81 5.08
H -2.31 -2.44 1.46
C 0.80 0.76 -1.14
C -1.90 -0.02 2.39
C -0.36 2.77 -0.20
H -0.91 3.31 2.27
H 0.66 -0.68 3.07
H 0.89 0.77 -3.16
H 0.48 -1.43 5.39
O -2.09 1.56 4.11
C -0.10 4.93 -1.21
C -0.69 -2.78 0.06
C -1.45 2.42 1.92
C 2.18 -3.73 -3.20
C -1.34 1.29 2.96
C 0.09 -1.49 2.61
```

Calculated values
Molecular weight ... 371.501 g mol⁻¹
Total charge ... +1
DFT total energy ... -32434.9177 eV
Spin multiplicity ... 1